Entry 1:
Entry from the OMol25 dataset: 3 unconnected molecules or ions with the total composition C8H10BF3N2O9S2 (ωB97M-V/def2-TZVPD).

Computed properties:
- LUMO (eV) = -1.0
- orbital gap (eV) = 9.35
- structure (SMILES) = CB(O)N(N=C=S)S(=O)(=O)F.O=C1OC[C@@H](F)O1.O=C1OC[C@@H](F)O1

Cartesian coordinates (Å):
1 C -2.50762 -1.00644 -3.02562
2 B -1.10935 -0.69839 -2.43127
3 O -0.22758 0.17484 -3.00377
4 N -0.62242 -1.31420 -1.13893
5 N -1.39768 -2.42276 -0.67030
6 C -1.22478 -3.51438 -1.18835
7 S -0.99973 -4.90366 -1.83906
8 S -0.27226 -0.27927 0.09809
9 O 0.82637 0.51913 -0.28886
10 O -0.36329 -0.95920 1.33016
11 F -1.52584 0.67149 0.02604
12 H -3.06758 -0.07458 -3.12684
13 H -2.37654 -1.40640 -4.03420
14 H -3.09632 -1.71581 -2.44970
15 H 0.61146 -0.23419 -3.23551
16 O 3.17486 -3.36956 6.53452
17 C 2.28972 -2.98863 5.84914
18 O 2.34786 -2.84493 4.50421
19 C 1.04169 -2.52291 4.02035
20 C 0.38191 -1.94740 5.25772
21 F -0.93972 -2.23300 5.32492
22 O 1.05802 -2.61643 6.30266
23 H 0.53025 -3.43629 3.71209
24 H 1.10064 -1.83063 3.18730
25 H 0.51026 -0.87081 5.38378
26 O 1.07252 3.98347 -5.14877
27 C 0.87098 4.09059 -3.98831
28 O 1.82691 4.24835 -3.04131
29 C 1.19114 4.49819 -1.78656
30 C -0.18623 3.90579 -2.01085
31 F -1.15933 4.58609 -1.35836
32 O -0.35997 4.06289 -3.40413
33 H 1.11727 5.57412 -1.61953
34 H 1.74918 4.02850 -0.98251
35 H -0.26481 2.84640 -1.75825

Forces on the atoms, in the same order (eV/Å):
C 0.07 -0.23 0.06
B 0.46 0.20 0.13
O -0.52 -0.25 -0.49
N -0.68 -0.37 0.02
N 0.17 -0.10 -0.13
C 0.26 0.35 -0.01
S -0.19 -0.05 0.09
S -0.02 -0.09 -0.30
O 0.07 0.12 0.06
O 0.11 0.00 0.17
F 0.04 0.00 0.10
H 0.02 0.05 -0.05
H -0.05 0.07 -0.05
H -0.06 0.07 0.03
H 0.35 0.32 0.39
O -0.03 -0.03 -0.01
C -0.04 -0.08 -0.03
O 0.02 -0.01 -0.02
C -0.05 0.02 -0.06
C 0.06 -0.04 0.01
F -0.01 -0.09 0.00
O 0.09 0.18 0.05
H -0.06 0.02 0.01
H 0.11 0.02 0.03
H -0.11 0.02 -0.02
O -0.01 0.03 0.01
C -0.01 0.07 0.02
O 0.03 0.01 0.00
C -0.01 0.02 0.05
C 0.07 -0.07 -0.03
F 0.01 0.08 -0.03
O -0.01 -0.20 -0.03
H -0.04 0.00 0.03
H 0.05 -0.08 -0.08
H -0.08 0.03 0.07

How is the electron density shared among the atoms? According to natural (NBO), the charges in e are:
1. C -1.0354
2. B 1.1100
3. O -0.8983
4. N -0.7714
5. N -0.3520
6. C 0.2042
7. S 0.1550
8. S 2.5460
9. O -0.8872
10. O -0.8866
11. F -0.4806
12. H 0.2728
13. H 0.2616
14. H 0.2452
15. H 0.5178
16. O -0.5509
17. C 0.9680
18. O -0.4865
19. C -0.1331
20. C 0.4476
21. F -0.3250
22. O -0.4958
23. H 0.2004
24. H 0.2231
25. H 0.1516
26. O -0.5522
27. C 0.9696
28. O -0.4858
29. C -0.1290
30. C 0.4427
31. F -0.3267
32. O -0.4944
33. H 0.2009
34. H 0.2128
35. H 0.1616

=====

Entry 2:
Entry from the OMol25 dataset: a single C8H10BN3O3 molecule at a distorted geometry (ωB97M-V/def2-TZVPD).

Computed properties:
- LUMO (eV) = -1.0
- orbital gap (eV) = 7.88
- relative energy (zero: lowest compared OMol25 entry of this formula, charge and spin) (kcal/mol) = 22.2

Cartesian coordinates (Å):
1 B -0.77085 -1.05887 2.05856
2 C -0.06580 0.65418 -0.62785
3 C 1.16911 1.27556 -0.01763
4 C 1.56735 -0.00818 -1.82888
5 C -1.41103 0.71608 -0.23974
6 C -1.97759 1.13489 1.02692
7 C 2.34902 -0.51919 -2.96624
8 C -1.35623 1.65286 2.26878
9 C -1.73420 0.22114 2.22845
10 N 0.29423 -0.14213 -1.72635
11 N 2.16306 0.78507 -0.81401
12 N 1.70619 -1.35284 -3.79101
13 O 3.49168 -0.17390 -3.18445
14 O -1.52813 -2.21950 2.23293
15 O 0.52620 -1.02174 2.13605
16 H -1.97719 0.41420 -1.03778
17 H -2.96875 1.39235 1.02993
18 H -0.36743 1.95057 2.30124
19 H -1.97769 2.28637 2.89859
20 H -2.67478 0.00520 2.70711
21 H 3.07699 0.95341 -0.68588
22 H 0.76387 -1.62266 -3.43835
23 H 2.08877 -1.86354 -4.49818
24 H -1.31327 -3.19729 2.22217
25 H 0.92645 -0.26204 1.74561

Forces on the atoms, in the same order (eV/Å):
B -3.54 -0.53 1.79
C 0.25 0.36 1.42
C -0.20 -0.79 0.29
C 0.07 -0.01 0.20
C 4.20 1.36 1.14
C 0.77 0.02 -0.74
C 1.27 -0.44 -1.15
C -0.64 -0.13 0.62
C 0.45 -1.01 -0.15
N 0.39 0.60 -0.49
N -6.70 -0.64 -0.49
N -4.13 0.54 3.05
O 0.63 0.56 0.63
O 0.00 -1.17 -0.35
O 2.23 -1.31 -0.33
H -2.12 -1.11 -1.40
H -2.37 0.52 -0.77
H 2.00 0.27 -0.23
H -0.11 -0.07 -0.36
H -0.07 -0.31 0.17
H 3.87 0.71 0.22
H 1.09 0.21 -0.79
H 1.59 -1.20 -2.01
H 0.41 2.28 -0.09
H 0.66 1.30 -0.19

How is the electron density shared among the atoms? According to natural (NBO), the charges in e are:
1. B 1.1122
2. C -0.0962
3. C -0.0129
4. C 0.2685
5. C 0.0556
6. C -0.2913
7. C 0.6063
8. C -0.3787
9. C -0.4849
10. N -0.4310
11. N -0.5525
12. N -0.7856
13. O -0.5979
14. O -0.9294
15. O -0.8792
16. H 0.2176
17. H 0.2252
18. H 0.2379
19. H 0.2217
20. H 0.2369
21. H 0.4209
22. H 0.4079
23. H 0.4027
24. H 0.5166
25. H 0.5095

=====

Entry 3:
Entry from the OMol25 dataset: a single C8H10BrNO2 molecule at a distorted geometry (ωB97M-V/def2-TZVPD).

Computed properties:
- LUMO (eV) = 0.7
- orbital gap (eV) = 8.96
- relative energy (zero: lowest compared OMol25 entry of this formula, charge and spin) (kcal/mol) = 46.2
- structure (SMILES) = CO[C@@H](Br)ONc1ccccc1

Cartesian coordinates (Å):
1 C 1.11147 -2.15580 0.58044
2 O 1.88309 -1.49240 -0.37166
3 C 2.45439 -0.36424 0.12498
4 Br 4.35125 -0.22981 0.08422
5 O 2.01347 0.93740 -0.80278
6 N 0.85739 0.71076 -1.50752
7 C -0.34136 0.79980 -0.81784
8 C -1.40109 -0.08934 -1.10290
9 C -2.58158 0.09927 -0.33538
10 C -2.69440 1.01947 0.65954
11 C -1.59959 1.84663 0.93495
12 C -0.36944 1.68923 0.19040
13 H 1.73848 -2.91601 1.13742
14 H 0.16425 -2.54217 0.15633
15 H 0.64688 -1.53471 1.23840
16 H 2.03606 -0.16443 1.04018
17 H 1.08673 -0.16478 -2.15848
18 H -1.17443 -0.96299 -1.82572
19 H -3.41482 -0.45710 -0.42705
20 H -3.51509 1.25870 1.20894
21 H -1.77448 2.53737 1.67073
22 H 0.52284 2.17515 0.32281

Forces on the atoms, in the same order (eV/Å):
C -0.05 -3.16 -0.48
O 0.94 0.82 -0.69
C -0.85 1.57 -3.52
Br -0.08 -0.22 0.05
O 0.99 -1.78 1.44
N 1.87 -2.75 -3.02
C -0.15 -2.63 -1.00
C -0.20 -0.32 0.27
C 2.67 0.06 -1.09
C 3.85 1.75 -0.73
C 1.64 -2.13 -2.66
C -4.24 0.47 2.15
H -0.94 0.61 -0.74
H 1.02 -0.65 -0.56
H -0.60 2.39 2.35
H -0.33 0.83 2.36
H -1.47 2.45 1.90
H -0.91 1.64 1.18
H -2.50 -2.37 -0.99
H -2.65 -0.09 1.21
H 0.32 1.82 1.75
H 1.66 1.68 0.84

How is the electron density shared among the atoms? According to natural (NBO), the charges in e are:
1. C -0.2638
2. O -0.5232
3. C 0.2819
4. Br 0.0506
5. O -0.4185
6. N -0.3058
7. C 0.1248
8. C -0.2602
9. C -0.1858
10. C -0.2552
11. C -0.1526
12. C -0.2712
13. H 0.1899
14. H 0.2064
15. H 0.1828
16. H 0.1658
17. H 0.3682
18. H 0.2213
19. H 0.2030
20. H 0.2083
21. H 0.2012
22. H 0.2319

=====

Question: Among the records above, which one has the lowest orbital gap?
Answer: C8H10BN3O3

=====

Question: orbital gap of number 3 (C8H10BrNO2)?
Answer: 8.96 eV